# 1
181
Properties=species:S:1:pos:R:3:forces:R:3 method="wB97M-V/def2-TZVPD" charge=+1 homo_lumo_gap_ev=4.72 relative_energy_kcal_mol=103.4 total_energy_ev=-166379.4911 fmax_ev_per_a=5.2
Y 16.854 -6.235 -1.044 0.8 0.6 0.3
S 19.580 -7.191 -2.185 -1.9 0.2 0.8
S 20.496 -5.571 -0.298 3.6 0.8 0.8
S 17.366 -7.650 1.834 2.2 -1.6 0.2
S 15.532 -5.814 2.409 -4.4 2.2 1.6
F 19.670 -7.720 3.437 0.2 -0.5 -1.7
F 19.040 -5.726 2.815 0.1 0.0 -0.6
F 20.868 -2.885 -0.095 -0.3 -0.3 -0.2
F 21.145 -6.732 -4.180 0.0 -0.3 -0.4
F 17.269 -3.757 2.930 0.0 0.0 0.3
F 18.912 -3.566 0.628 -0.1 0.1 -0.7
F 15.463 -3.196 1.891 0.2 -0.1 -0.3
F 20.205 -4.933 -3.490 -0.3 -0.3 0.0
F 19.075 -6.278 -4.704 0.0 -0.6 0.5
F 20.656 -3.979 1.758 0.5 0.2 -0.3
F 15.331 -3.687 3.948 0.3 -0.3 0.5
F 18.070 -6.828 4.362 -1.0 0.2 -0.1
O 16.481 -3.856 -0.608 0.7 -0.4 1.3
O 18.223 -7.741 -2.415 -0.7 1.0 0.1
O 14.168 -5.637 1.935 1.7 0.0 -0.6
O 7.187 -6.857 3.552 -0.3 0.7 0.4
O 20.579 -8.141 -1.856 -0.2 1.1 -0.2
O 21.551 -5.381 -1.290 -1.7 0.1 0.6
O 19.713 -10.597 -0.620 -0.2 0.4 0.0
O 16.673 -8.675 2.540 -0.4 0.8 -0.4
O 15.612 -6.538 3.643 1.1 0.3 -0.9
O 18.117 -8.128 0.675 -0.8 1.5 -0.4
O 20.364 -6.664 6.632 -0.1 -0.7 0.2
O 13.580 1.897 3.957 -1.2 0.1 -0.1
O 20.861 -6.464 0.768 -1.3 0.6 -0.5
N 16.494 -6.285 1.185 1.0 -2.0 2.1
N 8.436 -6.972 2.945 1.7 -0.8 -0.7
N 13.032 0.655 3.588 0.5 -1.7 0.1
N 19.290 -11.925 -0.426 -0.3 -1.0 -0.1
N 21.375 -5.763 7.006 0.2 1.3 0.4
N 19.084 -5.907 -1.038 1.4 -1.8 -1.7
N 15.813 -3.559 -1.775 -0.1 -0.9 -1.8
C 17.939 -2.909 -2.964 -0.1 0.5 0.6
C 13.779 -3.314 -2.981 -0.4 -0.3 -0.4
C 8.394 -4.564 2.009 0.4 -1.4 1.3
C 10.772 1.590 2.752 0.8 -0.9 -0.8
C 18.652 -6.933 3.180 -0.2 0.0 1.3
C 14.212 -2.107 -3.752 0.5 0.3 0.9
C 19.994 -4.601 8.574 0.2 -0.2 0.3
C 11.186 -6.184 2.285 -1.1 -1.6 -0.7
C 12.388 -1.631 4.308 -1.4 0.1 1.3
C 21.183 -12.488 0.901 -0.1 0.2 1.2
C 20.018 -6.215 -3.774 0.8 0.9 0.1
C 22.334 -5.752 4.790 0.0 0.2 -1.2
C 8.629 -6.074 1.802 0.5 -0.5 -1.3
C 21.249 -6.583 9.388 1.9 -1.5 0.7
C 12.060 0.740 2.499 0.2 -0.1 -0.7
C 17.981 -12.184 -1.025 -0.8 -2.2 1.2
C 7.714 -6.597 0.690 -1.1 1.1 -0.4
C 17.743 -14.100 0.690 0.3 -0.2 1.2
C 15.974 -3.992 2.852 -0.4 -0.5 -0.9
C 9.529 -7.281 3.910 -0.1 -0.4 -0.8
C 11.803 -0.707 2.077 -0.8 -1.2 -0.3
C 16.543 -1.134 -1.875 -0.4 0.1 2.0
C 23.098 -7.499 6.427 0.4 1.0 0.3
C 11.759 0.439 5.743 -0.1 -0.3 -0.9
C 13.733 -4.805 -1.152 0.8 -0.4 0.3
C 10.875 -7.382 3.157 0.8 0.3 0.6
C 19.643 -12.390 0.945 0.8 -0.1 0.0
C 15.730 -2.235 -3.889 -0.3 -2.0 0.3
C 22.465 -4.440 8.786 0.2 0.8 1.7
C 11.350 -1.643 3.209 0.3 -0.2 -0.6
C 17.752 -13.729 -0.773 -0.2 0.7 0.1
C 9.612 -6.212 4.986 -0.7 0.0 0.4
C 23.850 -4.732 8.211 -1.3 -1.1 0.8
C 12.834 1.337 1.330 0.0 1.3 -0.5
C 20.221 -3.854 0.513 -0.1 -0.7 1.1
C 18.045 -12.046 -2.516 0.9 1.9 -1.2
C 10.060 -6.183 1.248 1.2 0.3 -0.4
C 16.525 -2.486 -2.535 -0.9 1.4 -2.3
C 14.355 -3.442 -1.550 -0.8 -1.0 -0.9
C 22.608 -6.023 6.267 0.2 -0.7 0.0
C 23.630 -4.978 6.742 0.5 1.6 -1.0
C 21.322 -5.406 8.481 -1.0 1.2 -2.4
C 19.276 -11.466 2.125 -0.7 0.6 -0.8
C 9.244 -8.696 4.435 -0.3 0.0 0.3
C 13.902 -2.357 -0.554 -1.1 0.0 -0.5
C 14.123 -0.343 5.524 0.7 0.0 -0.5
C 12.752 -0.211 4.776 2.2 0.7 0.4
C 19.141 -13.822 1.242 -0.1 -0.4 -0.5
C 16.812 -11.420 -0.399 0.1 0.9 -0.3
H 21.501 -6.300 4.347 0.2 -0.6 0.4
H 22.071 -4.732 4.489 0.2 0.3 0.8
H 21.110 -6.292 10.431 -0.7 0.0 -0.1
H 11.094 -0.768 1.244 -0.3 0.4 0.1
H 17.436 -15.135 0.865 0.5 -0.2 -0.4
H 7.878 -6.004 -0.215 0.1 -0.1 -0.1
H 22.146 -3.406 8.623 0.0 -0.1 -1.0
H 11.474 -0.367 6.415 -0.4 0.5 0.4
H 12.308 1.307 0.371 -0.2 -0.7 0.1
H 17.030 -13.615 1.367 -0.3 0.7 -0.7
H 12.674 -4.698 -0.919 0.0 0.2 0.1
H 13.665 -2.151 -4.693 0.4 0.5 -0.2
H 9.113 -9.399 3.611 0.4 0.1 -0.2
H 12.777 2.404 4.167 0.5 0.5 0.3
H 19.908 -4.155 9.567 -0.4 -0.4 0.2
H 17.927 -3.396 -3.938 0.1 -0.5 0.3
H 23.210 -4.035 6.367 -0.2 0.1 0.1
H 17.157 -0.401 -2.389 0.3 -0.3 0.0
H 12.175 1.307 6.253 0.3 -0.3 0.2
H 16.843 -14.089 -1.258 -0.1 0.4 -0.2
H 24.239 -5.599 8.754 0.1 -0.2 -0.3
H 19.304 -10.423 1.797 0.5 0.0 0.1
H 16.462 -3.077 -0.019 0.1 -0.4 0.3
H 13.264 -2.264 4.173 0.2 0.4 -0.9
H 19.218 -14.011 2.314 -0.1 0.2 0.1
H 16.939 -11.241 0.668 0.0 -0.3 0.0
H 12.709 -1.097 1.608 0.3 0.0 0.4
H 10.068 -9.033 5.066 -0.1 -0.1 0.1
H 14.104 -4.168 -3.587 0.5 -0.1 0.3
H 21.684 -11.519 0.861 -0.2 0.1 -0.4
H 8.309 -8.793 4.991 0.1 0.4 0.3
H 22.588 -8.191 5.761 -0.4 0.0 0.4
H 13.380 -2.809 0.287 0.2 0.0 0.1
H 18.469 -3.443 -2.175 -0.1 -0.3 -0.2
H 14.885 -0.855 4.926 -0.5 -0.5 -0.3
H 11.202 -2.698 2.952 0.3 0.1 -0.8
H 10.334 -1.400 3.532 0.2 0.5 0.4
H 15.559 -0.679 -1.766 -0.1 -0.1 -0.3
H 9.955 0.970 3.116 0.1 0.3 0.7
H 11.075 2.450 3.348 -0.7 0.0 0.3
H 10.453 -6.361 5.662 0.0 0.0 0.0
H 15.875 -3.232 -4.322 0.0 0.3 -0.9
H 24.518 -3.913 8.473 0.0 0.1 -0.5
H 9.165 -4.260 2.720 -0.2 0.3 0.1
H 23.218 -5.992 4.192 0.0 -0.2 0.1
H 10.184 -7.028 0.562 -0.1 -0.5 0.5
H 11.730 -7.511 3.833 -0.5 0.1 0.7
H 24.163 -7.611 6.210 0.0 0.3 -0.1
H 6.690 -7.653 3.330 0.2 -0.1 -0.1
H 22.978 -7.698 7.491 -0.1 -0.7 -0.2
H 10.403 1.963 1.795 0.2 0.2 0.0
H 19.816 -14.555 0.792 0.1 0.1 -0.2
H 18.245 -11.560 2.474 0.1 -0.5 0.1
H 18.535 -2.007 -3.104 -0.1 0.0 -0.1
H 13.752 -5.505 -1.995 0.2 0.0 -0.1
H 10.996 -8.283 2.549 -0.7 0.0 -0.2
H 14.060 -0.883 6.469 -0.3 0.1 0.0
H 16.777 -10.431 -0.865 -0.1 0.2 0.0
H 7.748 -7.650 0.415 0.5 -0.1 0.4
H 12.961 2.420 1.420 0.3 -0.1 0.5
H 19.887 -3.749 7.900 0.6 -0.2 -0.3
H 8.630 -4.045 1.086 -0.8 0.2 -0.1
H 18.592 -14.219 -1.270 0.0 -0.2 0.1
H 7.418 -4.512 2.492 -0.1 0.9 -0.4
H 13.135 -1.807 -1.105 0.0 0.3 0.3
H 18.079 -10.986 -2.805 -0.1 0.1 0.3
H 6.672 -6.381 0.947 0.0 -0.1 0.1
H 17.228 -12.415 -3.133 -0.1 -0.6 0.5
H 15.848 -11.893 -0.589 0.1 -0.1 0.0
H 19.692 -6.149 6.174 0.1 0.2 0.1
H 12.703 -3.499 -3.045 -0.2 0.6 0.7
H 14.671 0.589 5.675 -0.8 0.3 0.4
H 14.165 -5.287 -0.267 0.0 0.2 0.2
H 14.591 -1.611 -0.168 0.3 -0.3 -0.1
H 9.632 -5.204 4.570 0.4 -0.1 -0.2
H 16.169 -1.460 -4.512 0.3 0.0 0.2
H 24.580 -4.956 6.199 0.0 -0.9 -0.1
H 21.523 -13.167 0.123 0.0 0.1 0.0
H 10.333 -5.371 0.561 -0.9 0.4 0.0
H 13.969 -1.203 -3.186 -0.3 0.2 -0.4
H 11.908 -2.186 5.125 0.1 0.4 0.4
H 10.931 0.840 5.158 -0.4 -0.4 0.3
H 22.234 -7.068 9.453 0.2 0.3 -0.1
H 20.670 -7.440 9.047 -0.8 0.5 0.1
H 19.017 -12.384 -2.881 -0.2 -0.6 0.0
H 11.264 -5.243 2.827 0.2 0.0 0.0
H 19.983 -11.641 2.933 -0.2 0.1 0.2
H 13.816 0.872 1.263 0.0 0.0 -0.1
H 22.558 -4.351 9.877 -0.1 -0.6 0.1
H 16.864 -1.266 -0.832 0.5 0.6 -0.1
H 21.480 -12.850 1.890 0.2 -0.4 -0.2
H 19.195 -5.297 8.319 -0.3 0.1 0.5
H 12.094 -6.480 1.766 0.2 0.8 0.1
H 8.673 -6.222 5.545 0.1 -0.1 0.2
H 20.552 -10.698 -1.084 0.0 0.1 0.0

---

# 2
31
Properties=species:S:1:pos:R:3:forces:R:3 method="wB97M-V/def2-TZVPD" charge=+1 homo_lumo_gap_ev=2.61 relative_energy_kcal_mol=0.0 total_energy_ev=-104612.8936 fmax_ev_per_a=8.0
In -0.810 1.447 0.835 0.0 -0.7 -0.1
S -3.298 1.392 -2.146 -3.8 2.0 1.8
S -1.034 1.137 -3.343 5.9 1.2 -5.3
S 0.371 -1.023 3.280 -3.2 -1.0 1.6
S 2.502 -1.198 1.745 3.8 -2.6 -0.9
F 0.633 1.046 4.891 0.1 -0.9 -0.3
F 4.553 0.529 1.527 -1.0 -0.7 -1.1
F 0.634 -1.015 -3.307 -0.5 0.6 0.3
F 4.375 -0.999 -0.120 -1.0 1.6 1.9
F 3.004 0.713 -0.068 0.5 -0.2 0.9
F 1.652 0.736 -4.014 -1.3 0.3 -0.3
F -4.190 -1.000 -1.106 -0.6 1.2 0.7
F -3.192 -1.199 -2.902 0.1 0.3 -1.0
F 2.314 -0.320 5.082 -0.5 -0.1 -0.8
F 1.205 0.608 -1.976 -0.3 0.1 1.5
F 0.464 -0.835 5.999 -0.2 0.2 -1.8
F -5.219 -0.431 -2.930 0.3 0.8 0.2
O 2.093 -2.252 0.835 -0.2 0.9 0.4
O -3.679 2.192 -3.304 1.4 -1.9 1.8
O -1.689 0.346 -4.355 -0.2 0.6 0.9
O 0.443 -2.457 3.485 0.6 2.3 -1.0
O -3.774 1.857 -0.829 1.7 -1.1 -1.7
O -0.692 2.538 -3.651 -0.8 -1.7 0.6
O 3.274 -1.661 2.914 -1.8 1.4 -1.6
O -0.987 -0.443 3.172 2.0 0.1 -0.8
N -1.575 1.030 -1.928 -3.2 -0.4 2.4
N 1.278 -0.234 2.035 -1.1 -0.3 2.0
C 1.002 -0.253 4.914 0.8 1.1 2.1
C 0.721 0.307 -3.160 0.5 -0.5 -1.1
C 3.706 -0.123 0.719 0.8 -0.9 -0.9
C -4.083 -0.435 -2.293 1.2 -1.7 -0.1

---

# 3
33
Properties=species:S:1:pos:R:3:forces:R:3 method="wB97M-V/def2-TZVPD" charge=-2 homo_lumo_gap_ev=7.44 relative_energy_kcal_mol=0.0 total_energy_ev=-110503.5309 fmax_ev_per_a=3.1
Sn -0.376 0.163 -1.793 1.3 0.2 2.9
S -1.564 1.904 1.714 -0.2 0.1 -0.3
S 2.603 -1.698 0.223 -0.1 -2.1 -0.3
S -3.181 -2.809 -1.277 -2.0 0.4 -0.1
S 1.855 3.630 -2.186 1.4 0.9 0.4
F 4.335 2.638 -2.521 0.0 0.2 0.0
F -2.187 -5.061 -0.308 -0.3 -0.4 0.2
F -4.069 -4.468 0.671 -0.2 -0.5 -0.5
F 2.867 -2.049 2.877 -0.2 -0.2 -0.2
F -3.798 1.533 0.267 0.0 -0.3 -0.3
F 4.184 4.257 -1.096 0.2 -0.2 0.5
F -3.942 0.934 2.348 -0.3 0.1 -0.1
F 3.404 2.222 -0.631 0.5 0.5 0.5
F -2.275 -3.407 1.100 0.1 -0.2 -0.1
F 1.808 -0.243 2.312 -0.1 -0.2 0.0
F -2.797 -0.287 0.993 -0.3 -0.1 -0.4
F 3.955 -0.391 2.065 -0.2 0.1 0.0
O -0.623 1.332 0.732 0.2 -0.7 -1.4
O -4.302 -2.033 -0.799 0.2 -0.1 0.1
O 1.756 -0.691 -0.427 -1.0 1.1 -0.9
O 3.941 -1.809 -0.297 0.0 0.7 0.1
O 1.312 4.318 -1.048 -0.3 -0.1 -0.2
O 1.945 -2.976 0.366 -0.3 0.3 0.3
O 2.191 4.424 -3.348 -0.4 -0.2 -0.1
O -1.939 -2.034 -1.338 1.1 0.5 -0.2
O 1.217 2.349 -2.508 -0.7 -1.2 0.0
O -1.843 3.298 1.491 -0.3 -0.1 0.0
O -3.467 -3.579 -2.465 0.6 -0.3 0.2
O -1.290 1.505 3.067 0.0 -0.1 0.0
C -3.136 0.964 1.277 1.0 0.6 1.2
C 3.564 3.176 -1.552 -1.4 -1.0 -1.1
C 2.789 -1.067 1.972 0.6 0.6 -0.1
C -2.937 -4.045 0.120 1.0 1.6 -0.1

---

# 4
9
Properties=species:S:1:pos:R:3:forces:R:3 method="wB97M-V/def2-TZVPD" charge=-1 homo_lumo_gap_ev="7.45 / 7.45" relative_energy_kcal_mol=69.8 total_energy_ev=-16392.2673 fmax_ev_per_a=5.1
F -1.410 -0.798 1.195 -0.5 -0.4 1.0
F 2.393 1.025 -0.543 0.0 -1.0 0.4
F -1.466 -1.006 -0.944 -0.1 0.7 0.0
O -1.392 2.184 0.188 0.7 -1.3 -0.2
O 1.156 -1.920 -0.133 -0.4 -0.6 -0.4
C 0.724 -0.768 -0.056 -0.3 -0.6 0.2
C -0.631 1.268 0.038 2.3 -1.8 0.1
C 1.428 0.387 0.171 -2.6 4.4 -0.5
C -0.802 -0.371 0.083 0.8 0.6 -0.6

---

# 5
12
Properties=species:S:1:pos:R:3:forces:R:3 method="wB97M-V/def2-TZVPD" homo_lumo_gap_ev=9.82 relative_energy_kcal_mol=10.1 total_energy_ev=-20968.0115 fmax_ev_per_a=6.8
F -1.425 -0.690 -1.738 0.2 1.0 1.5
F -0.293 1.663 -0.838 -0.3 0.5 0.1
F 2.224 0.462 -1.912 -0.5 1.3 -0.8
F -2.728 0.498 -0.447 0.2 0.4 0.0
N -1.582 -0.242 -0.382 0.0 -1.5 -0.6
N -0.137 0.990 2.485 0.0 0.3 0.6
N 0.604 -1.918 1.836 0.4 1.8 -3.5
N 2.167 -0.416 -0.928 2.9 -1.6 -0.5
C -0.353 0.878 1.369 -0.6 0.5 0.0
C 0.818 -1.325 0.833 1.1 -3.7 4.0
C -0.471 0.620 -0.033 2.7 -1.2 -2.5
C 1.177 -0.519 -0.244 -6.2 2.3 1.7

---

# 6
14
Properties=species:S:1:pos:R:3:forces:R:3 method="wB97M-V/def2-TZVPD" homo_lumo_gap_ev=10.85 relative_energy_kcal_mol=47.0 total_energy_ev=-4308.3258 smiles="C=C.CC" fmax_ev_per_a=2.4
C -2.817 1.022 0.813 0.1 1.6 -0.7
C 3.342 -0.942 -0.839 -1.1 -0.1 1.2
C -2.944 0.002 -0.362 1.5 0.1 1.8
C 3.213 -0.269 0.327 -0.4 0.8 -2.0
H -3.318 1.971 0.443 0.5 -0.9 0.8
H -3.994 -0.149 -0.481 -0.6 -0.4 -0.5
H -3.358 0.675 1.751 0.9 0.4 -1.2
H -2.442 0.323 -1.305 -0.4 -0.3 0.8
H 3.113 -2.050 -0.837 0.1 1.5 -0.5
H 2.577 -0.563 1.143 0.7 -0.8 0.7
H 3.453 0.801 0.308 -0.2 -0.3 0.1
H -2.466 -0.901 0.083 -0.4 0.2 -1.1
H 3.405 -0.313 -1.755 0.9 -1.1 0.5
H -1.732 1.325 1.016 -1.5 -0.7 0.0

---

# 7
36
Properties=species:S:1:pos:R:3:forces:R:3 method="wB97M-V/def2-TZVPD" charge=+1 homo_lumo_gap_ev=8.85 total_energy_ev=-153319.6578 fmax_ev_per_a=5.9
As 0.631 -3.915 0.193 1.4 -2.2 2.3
K -0.157 -2.215 -3.269 0.2 -0.4 0.7
K 2.951 0.335 -4.251 0.0 0.3 0.7
K 0.886 3.325 0.470 0.0 -0.5 0.0
F -0.638 -3.962 1.409 0.9 0.3 -1.0
F 1.060 -2.226 0.604 -0.7 -0.6 -0.2
F -0.588 -3.314 -0.974 0.5 0.3 -0.1
F 1.843 -4.466 1.442 -1.7 0.7 -1.6
F 0.281 -5.565 -0.351 0.1 1.5 0.6
F 1.929 -3.885 -0.976 -0.7 0.4 -0.3
O 1.619 1.589 -1.863 -0.8 -0.5 -0.4
O 2.198 1.465 2.295 0.3 -0.5 1.5
O -1.640 2.380 1.488 0.2 -2.7 0.2
O 1.594 -0.640 -1.847 0.3 -3.3 -3.5
O 3.568 0.681 3.799 0.6 0.7 0.3
O -2.489 3.969 -3.971 0.5 0.3 0.9
O -1.252 4.300 -2.189 -0.9 -1.0 -0.9
O -1.732 0.611 2.804 0.5 0.8 -1.0
O 0.879 0.396 -0.161 -1.3 0.5 1.4
N 2.519 0.704 3.238 -1.1 -1.1 -1.4
N -1.865 3.591 -2.997 0.6 0.3 -0.4
N -1.833 1.146 1.720 -0.9 1.5 0.7
C 1.323 0.448 -1.381 2.2 5.3 -1.2
C -1.801 2.075 -2.868 -0.1 1.6 1.1
C -2.440 0.330 0.639 -0.3 -0.8 -0.5
C 1.551 -0.417 3.551 -1.5 0.6 0.1
H -1.756 1.927 -1.789 -0.2 -0.4 -0.1
H -3.009 -0.503 1.053 0.0 0.4 0.5
H -0.829 1.795 -3.274 -0.3 -0.2 -0.3
H 1.016 -0.553 -0.217 -0.7 -1.9 2.6
H -1.669 -0.184 0.065 0.3 0.6 -0.1
H -3.108 0.950 0.040 0.4 0.1 0.0
H 0.659 0.019 4.002 0.0 0.5 -0.1
H 1.846 -1.153 4.300 1.0 0.2 -0.5
H 1.193 -0.824 2.606 0.5 -0.2 0.1
H -2.741 1.789 -3.340 0.6 -0.6 0.0

---

# 8
18
Properties=species:S:1:pos:R:3:forces:R:3 method="wB97M-V/def2-TZVPD" charge=-1 homo_lumo_gap_ev=6.59 total_energy_ev=-76781.0465 fmax_ev_per_a=11.0
I 0.625 -2.523 -1.118 -0.8 0.7 0.3
As 0.709 1.154 0.551 -1.5 0.0 3.2
O 3.913 0.254 -0.913 -6.4 7.1 0.8
N 1.769 1.921 -0.856 10.1 -3.9 -1.8
C 2.945 1.207 -0.829 -1.8 -2.2 -1.7
C -1.769 -1.516 0.795 -0.1 -1.6 -0.3
C -0.629 0.454 -0.782 -1.5 -1.0 -2.2
C -1.040 -1.122 -0.619 -2.2 1.2 -0.4
H 1.723 1.782 1.552 0.3 0.1 0.3
H -0.110 0.673 1.793 -0.3 -0.3 0.0
H -1.849 -1.338 -1.471 1.9 0.2 1.8
H -1.640 1.076 -0.707 2.0 -1.3 0.1
H -1.847 -2.707 0.811 0.1 2.5 0.0
H -0.084 2.519 0.608 -0.1 0.1 -0.3
H -2.900 -1.137 0.798 2.6 -0.4 0.1
H 1.593 -0.117 0.516 -0.2 -0.5 -0.1
H -0.230 0.646 -1.891 -0.8 -0.6 2.3
H -1.179 -1.225 1.762 -1.2 -0.2 -2.1